Record 1
The following is a DFT calculation (ωB97M-V/def2-TZVPD) of C28H34CaGeN6OS3 as an isolated structure.

Each line ends with the Mulliken charge.
CARTESIAN COORDINATES (ANGSTROEM)
C1 1.84 -0.93 -2.77  -0.059
C2 -1.37 0.58 -5.09  -1.250
O1 2.93 0.88 0.94  -1.102
C3 -0.59 -0.73 -2.32  -0.905
H1 0.27 -3.16 -4.75  0.374
H2 -5.29 3.00 6.65  0.340
C4 -1.67 0.12 1.65  0.010
H3 1.62 5.50 -1.36  0.236
N1 1.82 2.66 -2.52  -1.224
S1 -2.31 1.79 1.86  -0.013
H4 3.37 -1.79 -4.01  0.241
C5 -3.81 0.04 5.92  -0.669
H5 -0.41 1.09 -5.18  0.338
C6 -3.69 0.18 4.55  -0.017
C7 3.70 1.58 3.07  -0.769
C8 -4.71 2.34 4.69  -0.409
N2 0.25 -1.07 1.48  0.246
H6 -4.48 0.93 7.77  0.346
C9 1.29 3.56 -1.76  0.334
C10 3.11 0.85 -4.05  -1.859
H7 -3.30 -2.09 -5.11  0.376
H8 -0.62 -2.52 -6.16  0.431
H9 4.31 2.09 5.05  0.335
C11 1.45 -3.54 -1.82  -0.613
C12 2.14 0.42 -2.98  0.377
H10 -0.60 0.36 -2.24  0.283
H11 -1.77 0.42 -6.10  0.402
N3 -0.37 0.18 1.76  -0.694
H12 -4.57 2.38 2.11  0.413
C13 -4.14 1.34 3.92  0.788
H13 0.87 -1.73 -5.58  0.339
H14 4.28 2.36 2.59  0.382
H15 4.09 1.08 -3.62  0.200
H16 3.23 0.08 -4.81  0.473
H17 -4.37 0.63 1.89  0.362
S2 0.25 3.43 -0.34  -0.599
Ge1 -1.15 -1.11 -4.16  0.266
C14 1.40 -1.24 2.03  0.395
C15 -4.00 1.51 2.43  -1.243
C16 -2.91 -1.98 -4.10  -1.314
C17 3.71 1.42 4.45  -0.312
H18 -1.36 -1.12 -1.64  0.714
C18 2.96 0.42 5.06  -0.785
H19 -2.83 -2.96 -3.64  0.372
C19 2.20 -0.42 4.25  -0.245
H20 2.41 -2.97 2.73  0.487
C20 -4.39 1.05 6.69  -0.361
H21 2.76 1.77 -4.50  0.461
H22 -3.62 -1.39 -3.51  0.378
H23 2.43 4.91 -2.71  0.239
H24 -3.23 -0.60 3.95  0.192
H25 1.60 -1.21 4.70  0.406
N4 0.72 -1.22 -1.86  1.283
C21 2.44 -3.30 -2.86  -1.192
C22 -4.84 2.20 6.07  -0.515
C23 2.17 -0.27 2.87  0.139
H26 2.94 -2.42 1.14  0.205
C24 2.93 0.74 2.24  0.686
H27 3.05 -4.10 -3.25  0.316
Ca1 1.05 0.86 -0.06  1.304
H28 1.38 -3.25 1.29  0.327
H29 1.36 -4.51 -1.35  0.420
C25 2.06 -2.56 1.78  -1.389
H30 -5.06 3.25 4.21  0.295
N5 1.58 4.89 -2.16  -0.586
H31 -2.04 1.25 -4.55  0.384
C26 2.60 -2.02 -3.28  -0.335
C27 -0.04 -2.25 -5.28  -1.287
H32 -0.06 -2.69 -0.58  0.579
H33 2.96 0.30 6.13  0.363
H34 -3.45 -0.86 6.40  0.369
S3 -2.68 -1.20 1.30  -0.466
N6 1.51 1.32 -2.24  0.994
C28 0.67 -2.55 -1.37  -0.987

charge	-2
electronic energy	-148039.281	eV
LUMO	4.4	eV
HOMO-LUMO gap	0.1686	hartree
relative energy (zero: lowest compared OMol25 entry of this formula, charge and spin)	0.0	kcal per mole

Record 2
The following is a DFT calculation (ωB97M-V/def2-TZVPD) of C29H34BN3O8S2Ti as an isolated structure.

Each line ends with the Mulliken spin population.
CARTESIAN COORDINATES (ANGSTROEM)
C1 0.33 -4.07 -0.22  0.000
O1 -2.78 1.89 0.08  0.004
H1 -5.00 3.48 0.74  0.000
O2 -3.55 -2.65 5.70  0.000
H2 -2.74 -2.23 -1.18  0.000
C2 0.50 -1.42 -5.18  0.000
C3 -6.31 0.44 1.55  0.001
H3 2.13 4.19 2.26  -0.001
H4 5.72 2.79 -0.91  0.000
H5 5.16 -1.28 -1.95  0.000
C4 -2.24 -2.84 5.41  0.000
O3 -2.92 -0.38 0.35  0.017
N1 0.32 0.64 1.71  -0.037
H6 4.28 -1.65 -3.43  0.000
H7 4.65 0.89 -3.07  0.001
H8 -5.31 -1.48 1.36  0.000
H9 -3.91 -1.93 5.17  0.000
H10 -1.38 -2.93 -2.15  -0.002
S1 -0.96 -2.88 0.18  -0.001
C5 4.79 1.00 -0.13  0.001
C6 4.20 -1.17 -2.45  0.000
N2 0.50 2.45 -0.12  0.027
C7 1.69 4.92 0.28  0.006
C8 1.07 4.62 -0.93  0.031
H11 -7.23 0.01 1.93  0.000
H12 -1.94 1.16 2.96  0.001
C9 -6.23 1.81 1.38  0.000
C10 -4.12 0.20 0.73  -0.001
C11 -1.59 -1.85 4.49  -0.001
S2 3.33 1.15 -1.16  0.004
H13 1.25 -1.68 2.63  -0.001
B1 -2.07 0.69 -0.03  -0.063
C12 -5.25 -0.41 1.23  0.000
O4 1.23 -3.36 -3.89  0.001
N3 0.84 -1.38 -2.79  0.015
C13 -0.35 -2.22 3.96  0.006
H14 -3.08 -0.28 4.56  0.000
C14 -5.07 2.41 0.88  0.001
C15 -2.14 -0.63 4.14  0.005
C16 0.30 -1.39 3.06  -0.008
H15 0.22 -4.44 -1.24  0.000
H16 6.38 1.29 -1.58  0.000
H17 4.99 -0.06 0.02  0.000
H18 -2.49 -4.00 -1.21  0.000
C17 -2.00 -3.02 -1.26  0.002
H19 2.98 0.40 -3.32  -0.001
O5 0.01 0.69 -2.32  -0.005
C18 1.05 2.77 1.07  0.071
H20 -1.12 0.01 -4.72  0.001
H21 1.02 1.99 3.14  -0.001
H22 2.16 5.89 0.43  0.001
C19 0.91 -2.20 -3.92  -0.001
H23 6.77 1.78 0.07  0.000
C20 5.98 1.76 -0.68  0.000
H24 -0.22 -1.99 -5.76  0.000
C21 0.30 -0.24 -3.15  -0.007
H25 1.03 5.33 -1.74  0.001
C22 -0.28 -0.18 2.71  -0.029
O6 -1.64 -3.74 5.91  0.000
H26 -7.08 2.43 1.64  0.000
H27 4.46 1.40 0.83  0.000
Ti1 0.12 0.33 -0.33  0.695
H28 1.38 -1.29 -5.80  0.000
O7 -0.23 -1.54 -0.05  0.069
H29 0.31 -4.88 0.51  0.000
H30 0.08 -3.16 4.27  0.000
H31 1.26 -3.51 -0.15  0.000
H32 3.43 -1.68 -1.88  0.001
C23 -4.03 1.57 0.56  0.000
H33 0.04 3.05 -2.02  0.004
C24 0.50 3.37 -1.09  0.013
O8 2.32 0.24 -0.49  0.006
C25 1.69 3.99 1.29  0.029
C26 3.84 0.29 -2.65  0.003
C27 -1.49 0.22 3.25  0.001
C28 0.84 1.77 2.09  0.141
C29 -0.04 -0.11 -4.61  -0.001
H34 0.42 0.80 -5.02  0.000

charge	+1
spin multiplicity	2
electronic energy	-96936.505	eV
LUMO (alpha / beta)	-3.5 / -3.7	eV
HOMO-LUMO gap (alpha / beta)	0.2325 / 0.2599	hartree